Record 1
Formula: C2H9N3O
Source: OMol25
Level of theory: the ωB97M-V functional and the def2-TZVPD basis

Atoms and positions in Å:
C  0.548699  -0.864309  0.325863
C  -0.071343  0.976920  -1.112541
N  -0.272139  0.206787  0.575471
N  0.240403  1.140872  1.506938
N  0.009482  -1.858708  -0.495733
O  -1.297187  0.812330  -1.724297
H  -1.956313  0.838449  -1.015198
H  0.536786  -1.412872  1.706215
H  1.622111  -0.704869  0.209143
H  -0.528991  1.712267  1.847003
H  0.653007  0.689800  2.323638
H  0.659991  -2.210408  -1.185039
H  -0.996705  -1.924149  -0.404487
H  0.129288  2.003434  -0.806970
H  0.722910  0.594457  -1.750006

Forces on atoms 1 to 3 (eV/Å):
0.917 -3.825 5.454
-1.316 0.155 2.570
-0.713 3.064 -4.180

Output
electronic energy	-320.9475	hartree
net charge	0
2S+1	1

***

Record 2
Formula: C2H9N3O
Source: OMol25
Level of theory: the ωB97M-V functional and the def2-TZVPD basis

Atoms and positions in Å:
C  -1.754177  0.545325  0.407825
N  -0.653633  0.832162  -0.503735
C  0.687807  0.458132  0.012025
O  1.643392  1.391179  -0.410514
N  0.829827  -0.814072  -0.642218
N  1.284382  -1.928357  0.082759
H  -1.815904  -0.537005  0.529273
H  -1.622172  1.004504  1.396044
H  -2.680020  0.913116  -0.030880
H  -0.647729  1.818117  -0.751145
H  0.751697  0.401592  1.113504
H  1.843421  1.195668  -1.334964
H  -0.186851  -0.740668  -1.132908
H  1.772172  -1.929467  0.973762
H  0.547787  -2.610227  0.291170

Forces on atoms 1 to 3 (eV/Å):
0.249 -0.012 0.007
0.202 1.554 0.433
-0.721 -0.117 -0.527

Output
SMILES	CN[C@H](O)NN
electronic energy	-321.0136	hartree
net charge	0
2S+1	1

***

Record 3
Formula: C2H9N3P
Source: OMol25
Level of theory: the ωB97M-V functional and the def2-TZVPD basis

Atoms and positions in Å:
C  1.917078  0.855618  -0.043469
N  0.729797  0.815570  -0.980661
C  -0.438964  0.343898  -0.681159
N  -1.565937  0.284666  -1.351269
N  -0.384862  -0.681638  0.652684
P  -1.841107  -1.600883  1.107358
H  1.955647  -0.011358  0.651159
H  1.713314  1.653111  0.670380
H  2.841252  0.891954  -0.617200
H  0.789852  1.516304  -1.646834
H  -2.352373  -0.206924  -0.879883
H  -1.709673  1.009678  -2.020923
H  0.246476  -1.282950  0.285705
H  -1.256102  -1.305004  2.314037
H  -2.743355  -0.481004  1.319935

Forces on atoms 1 to 3 (eV/Å):
-1.014 -0.921 1.066
0.657 -0.476 1.870
0.144 -5.288 4.264

Output
SMILES	C/[NH+]=C(/N)NP
electronic energy	-586.9076	hartree
net charge	+1
2S+1	1

***

Record 4
Formula: C2H9N4O
Source: OMol25
Level of theory: the ωB97M-V functional and the def2-TZVPD basis

Atoms and positions in Å:
C  -1.668982  0.002446  0.077955
C  1.967195  0.125013  -0.002313
N  -2.909890  -0.290835  0.444279
N  -0.728832  -0.893194  -0.048574
N  2.841805  -0.808318  -0.247001
N  -1.453812  1.196089  -0.616392
O  2.177059  1.265332  0.488502
H  -0.669568  1.108291  -1.213547
H  -3.090170  -1.212280  0.811826
H  -3.530405  0.454509  0.820225
H  -0.882016  -1.686994  0.500634
H  0.851796  -0.093950  -0.168233
H  2.493078  -1.752595  -0.488599
H  3.865887  -0.597371  -0.067008
H  -2.370629  1.621076  -0.993115
H  3.107489  1.562774  0.701365

Forces on atoms 1 to 3 (eV/Å):
1.592 -0.743 -3.266
-1.536 -1.758 -0.643
-2.313 1.134 1.745

Output
electronic energy	-375.6209	hartree
net charge	+1
2S+1	1

***

Record 5
Formula: C2H9N4S
Source: OMol25
Level of theory: the ωB97M-V functional and the def2-TZVPD basis

Atoms and positions in Å:
N  -0.306430  1.793929  1.444520
S  -0.260279  2.681560  -0.030830
C  0.406243  1.186122  -0.965447
N  -0.468493  0.085715  -0.790704
C  -0.045303  -1.056699  -0.230077
N  -0.978969  -1.941457  0.069356
N  1.213272  -1.313969  -0.031006
H  -0.169794  2.213427  2.386420
H  -1.254086  1.322039  1.595272
H  1.409766  0.894233  -0.477406
H  0.559161  1.445273  -2.037957
H  -1.129879  0.019170  -1.481310
H  -0.610203  -2.894909  0.355460
H  -1.925190  -1.755120  -0.126936
H  1.661414  -2.152135  0.330429
H  1.898769  -0.527179  -0.009785

Forces on atoms 1 to 3 (eV/Å):
-2.222 -1.252 1.483
0.485 -1.221 0.214
2.040 1.545 0.741

Output
SMILES	NSC[NH+]=C(N)N
electronic energy	-698.5636	hartree
net charge	+1
2S+1	1

***

Record 6
Formula: C2H9N5
Source: OMol25
Level of theory: the ωB97M-V functional and the def2-TZVPD basis

Atoms and positions in Å:
C  0.236313  1.377357  -1.306249
C  0.201654  -0.362371  1.818439
N  1.031039  0.532084  -1.530418
N  -0.905427  -0.477405  0.984466
N  -0.693294  2.036819  -0.718980
N  1.712984  -0.473070  -2.124669
N  -1.548004  -1.479878  1.035709
H  1.008124  0.044373  1.257915
H  -0.008637  0.271864  2.743068
H  0.377608  -1.333028  2.106369
H  -0.882031  2.975055  -0.901821
H  -1.089004  1.676763  0.039656
H  2.700327  -0.312506  -2.338564
H  1.342170  -0.716574  -3.037819
H  -2.300961  -1.527720  0.417450
H  -1.182861  -2.231764  1.555449

Forces on atoms 1 to 3 (eV/Å):
1.591 -2.402 -0.212
-0.050 1.107 1.437
0.013 1.278 -0.987

Output
electronic energy	-354.5807	hartree
net charge	+2
2S+1	1

***

Record 7
Formula: C2H9N5S
Source: OMol25
Level of theory: the ωB97M-V functional and the def2-TZVPD basis

Atoms and positions in Å:
C  5.521123  0.571670  -0.216569
C  6.956107  -1.223087  0.862261
N  5.998545  -0.329147  0.386787
N  8.631665  -0.312929  -0.454199
N  5.018507  1.491400  -0.995974
N  8.366132  -0.993178  0.549355
N  -16.966935  0.237275  0.184363
S  10.105060  0.115845  -0.749282
H  6.913150  -1.203006  1.973178
H  6.749304  -2.257962  0.430001
H  4.974326  2.420587  -0.750408
H  4.865207  1.314998  -1.989169
H  -17.588357  0.934690  0.625585
H  -16.976022  -0.678889  0.592303
H  -15.895534  0.551747  0.103931
H  -17.419824  -0.042759  -0.726939
H  10.747549  -0.597260  0.174771

Forces on atoms 1 to 3 (eV/Å):
1.907 -2.090 0.694
1.297 -2.272 0.553
-2.684 3.790 -2.666

Output
electronic energy	-752.9023	hartree
net charge	+2
2S+1	1

***

Record 8
Formula: C2H9N6
Source: OMol25
Level of theory: the ωB97M-V functional and the def2-TZVPD basis

Atoms and positions in Å:
C  0.551080  -1.030615  1.108895
C  1.447989  -0.091327  1.663790
N  -0.155933  -1.876361  0.691513
N  0.904954  1.252823  1.239347
N  -0.904960  0.330519  -1.294733
N  -0.351139  1.341606  -1.921644
N  -1.674655  -1.777915  -1.233950
N  -1.278937  -0.668108  -1.953774
H  1.545602  -0.396956  2.714376
H  2.453908  -0.236059  1.377233
H  -1.471191  -1.834481  -0.104784
H  1.577325  1.993990  1.344699
H  -0.296874  2.173596  -1.390688
H  -0.077022  1.611053  -2.876398
H  -1.026571  -2.592093  -1.509120
H  -2.668108  -1.992809  -1.563485
H  0.183514  1.458881  1.949309

Forces on atoms 1 to 3 (eV/Å):
-2.496 -4.419 -2.087
-0.222 1.852 0.664
2.641 2.792 2.299

Output
electronic energy	-409.7633	hartree
net charge	+1
2S+1	1

***

Record 9
Formula: C2H9N6
Source: OMol25
Level of theory: the ωB97M-V functional and the def2-TZVPD basis

Atoms and positions in Å:
N  -2.446016  -0.296265  -0.880033
C  -1.192238  -0.051530  -0.582428
N  -0.251031  -0.019641  -1.384988
N  0.920790  0.033013  -0.723319
N  1.686298  1.176331  -1.010819
N  0.688632  0.196761  0.877733
N  1.570210  -0.589615  1.546328
C  -0.743980  -0.083893  0.944320
H  -3.302486  -0.328346  -0.329461
H  -2.830797  -0.292913  -1.770682
H  1.516338  -0.759997  -0.916836
H  1.208194  2.021695  -0.765505
H  1.780542  1.428887  -1.985828
H  1.502700  -1.596618  1.745785
H  2.090015  -0.170400  2.283792
H  -1.263510  0.481194  1.599047
H  -0.933660  -1.148664  1.352894

Forces on atoms 1 to 3 (eV/Å):
-2.347 0.052 0.727
-1.927 -0.861 4.943
0.790 -0.266 -3.006

Output
SMILES	NC1=N[N@@H+](N)N(N)C1
electronic energy	-409.7512	hartree
net charge	+1
2S+1	1

***

Record 10
Formula: C2H9N6
Source: OMol25
Level of theory: the ωB97M-V functional and the def2-TZVPD basis

Atoms and positions in Å:
C  0.357921  0.405834  -0.018089
C  -0.018363  -2.140369  -0.119636
N  2.006714  -0.956046  -0.132326
N  2.520170  0.188691  -0.182660
N  0.717448  -0.849382  -0.052238
N  1.533293  1.092665  -0.058557
N  -2.500535  0.355927  0.362468
N  1.773611  2.419453  0.007828
H  -0.846107  0.797019  0.107975
H  0.378767  -2.833188  0.642028
H  -1.043545  -1.875471  0.129906
H  -0.001551  -2.686260  -1.061186
H  -2.408708  -0.508013  0.858569
H  -3.191469  0.924856  0.812941
H  -3.074896  0.062387  -0.420362
H  2.697018  2.709217  -0.263609
H  1.100238  2.892679  -0.613059

Forces on atoms 1 to 3 (eV/Å):
-2.414 3.355 0.667
-0.846 0.222 1.191
2.139 -0.834 -0.428

Output
electronic energy	-409.7971	hartree
net charge	+1
2S+1	1

***

Record 11
Formula: C2H9N6
Source: OMol25
Level of theory: the ωB97M-V functional and the def2-TZVPD basis

Atoms and positions in Å:
C  1.812135  -0.444624  -0.286964
C  1.042057  0.465247  0.807229
N  0.889903  -0.741223  -1.194039
N  -0.298471  0.293817  0.398762
N  3.056351  -0.786458  -0.403767
N  -2.751640  0.633407  0.738474
N  -1.348520  -0.468730  -1.455464
N  -0.296955  -0.270572  -0.844322
H  1.046849  0.150600  1.948781
H  1.685168  1.463948  0.775152
H  3.769880  -0.518279  0.212712
H  3.277856  -1.138411  -1.343483
H  -2.932908  1.642045  0.826320
H  -1.564682  0.561194  0.715198
H  -1.051851  -1.089883  -2.315134
H  -3.106275  0.168212  -0.115002
H  -3.228895  0.079711  1.535547

Forces on atoms 1 to 3 (eV/Å):
-4.100 1.421 1.569
2.938 -0.762 1.734
2.542 -0.894 -1.304

Output
electronic energy	-409.8012	hartree
net charge	+1
2S+1	1

***

Record 12
Formula: C2H9NO
Source: OMol25
Level of theory: the ωB97M-V functional and the def2-TZVPD basis

Atoms and positions in Å:
N  -1.351844  -2.809530  1.242332
H  -1.334935  -2.878092  0.096806
H  0.097801  2.939503  -4.458107
H  -0.496465  -2.762397  1.693777
H  -1.464163  -1.775089  1.193198
C  0.866541  0.148064  0.581712
O  -0.196084  -0.675681  0.927766
C  0.579390  1.565649  0.713520
H  1.141859  0.136611  -0.587891
H  1.722206  -0.235058  1.219683
H  1.352168  2.124130  1.144139
H  -0.528451  1.895712  0.468671
H  -0.388023  2.326175  -4.235601

Forces on atoms 1 to 3 (eV/Å):
-4.063 0.085 -4.071
1.030 -0.381 3.916
-1.270 -1.595 0.569

Output
electronic energy	-211.4202	hartree
net charge	-1
2S+1	2

***

What is the net charge in the ninth record?
+1